Entry 1:
ORCA calculation (ωB97M-V/def2-TZVPD) on a cluster of 27 separate species, C26H100F5N51O32S3 in total.

Values from the calculation:
F_max ... 9.90 eV Å⁻¹
Orbital gap ... 5.61 eV
Net charge ... -2
Multiplicity ... 1

Each line ends with the Mulliken charge.
Geometry (Å):
C -0.574 -6.781 -0.353  0.142
F -1.461 -5.994 -1.041  -0.087
F 0.548 -6.105 -0.096  0.006
F -1.154 -7.161 0.803  -0.273
S -0.167 -8.304 -1.474  1.041
O 0.395 -9.256 -0.533  -0.686
O -1.470 -8.637 -2.081  -0.701
O 0.802 -7.776 -2.473  -0.504
N 0.334 -0.784 -0.926  -0.214
S 0.618 -1.468 0.394  -0.068
O -0.384 -1.612 1.460  -1.185
O 1.981 -1.619 0.782  -0.963
F 0.423 -2.849 -0.435  -0.122
S 0.321 0.768 -0.266  0.006
O 1.578 1.142 0.318  -0.280
O -0.956 1.290 0.282  0.371
F 0.419 1.415 -1.693  0.189
C 5.212 1.670 3.412  0.102
O 6.441 1.776 3.353  -0.813
N 4.578 1.503 4.509  -0.260
N 4.521 1.548 2.355  0.489
H 5.069 1.794 5.342  0.238
H 3.612 1.687 4.276  0.290
H 3.550 1.311 2.496  0.387
H 4.916 1.292 1.462  -0.132
C -3.656 -2.437 0.267  -0.309
O -3.185 -2.653 -0.864  -0.411
N -3.041 -2.213 1.418  1.377
N -4.895 -2.468 0.555  -0.061
H -3.535 -2.079 2.288  0.001
H -2.062 -1.965 1.403  -0.431
H -5.191 -2.223 1.489  0.096
H -5.333 -3.209 0.025  0.391
C -1.380 -1.452 -4.173  0.370
O -1.941 -1.951 -5.152  -0.826
N -1.478 -1.792 -2.928  2.958
N -0.332 -0.779 -4.282  0.989
H -0.829 -1.386 -2.270  -1.229
H -2.180 -2.502 -2.773  -0.435
H 0.147 -0.347 -3.506  -0.763
H 0.177 -0.746 -5.154  -0.016
C 1.396 7.270 -3.978  0.647
O 2.079 7.664 -4.906  -0.774
N 0.877 7.973 -2.984  -0.349
N 0.817 6.186 -3.947  0.116
H 0.428 7.564 -2.177  0.180
H 0.994 8.975 -2.935  0.159
H 0.284 5.935 -3.126  0.243
H 0.652 5.813 -4.871  0.094
C -6.070 5.325 1.359  0.630
O -6.037 5.417 2.578  -0.637
N -6.489 6.298 0.557  -0.433
N -5.618 4.248 0.691  -0.137
H -6.640 7.192 1.003  0.239
H -6.371 6.115 -0.429  0.162
H -5.822 4.144 -0.293  0.130
H -5.077 3.562 1.198  -0.073
C 6.051 1.048 -1.362  0.588
O 5.010 1.165 -1.986  -0.409
N 6.936 1.944 -1.233  -0.465
N 6.370 -0.013 -0.691  -0.355
H 7.683 1.773 -0.576  0.133
H 6.831 2.826 -1.715  0.247
H 7.320 -0.187 -0.394  0.152
H 5.594 -0.659 -0.702  0.091
C 3.289 4.208 -1.594  0.500
O 3.553 5.196 -2.222  -0.732
N 2.707 3.173 -2.079  0.848
N 3.497 3.987 -0.348  0.565
H 2.256 3.156 -2.982  -0.329
H 2.927 2.316 -1.590  -0.625
H 3.942 4.665 0.254  -0.195
H 3.088 3.124 -0.019  -0.268
C -1.241 5.002 -0.760  0.336
O -0.860 5.894 -1.434  -0.802
N -0.521 4.359 0.149  0.237
N -2.469 4.547 -0.722  -0.063
H 0.478 4.428 0.015  0.154
H -0.926 3.449 0.314  -0.437
H -2.715 3.770 -0.125  -0.023
H -3.067 4.776 -1.503  0.181
C -2.626 -4.673 3.799  0.490
O -1.532 -4.217 4.219  -0.478
N -3.038 -4.886 2.512  -0.075
N -3.714 -4.718 4.636  -0.432
H -2.521 -4.517 1.726  -0.154
H -3.936 -5.347 2.536  0.131
H -3.485 -4.605 5.613  0.179
H -4.638 -5.014 4.357  0.141
C -1.803 2.457 -4.467  0.574
O -0.617 2.335 -4.448  -0.156
N -2.445 3.393 -5.174  -0.267
N -2.575 1.672 -3.828  0.201
H -3.448 3.314 -5.089  0.095
H -2.007 4.063 -5.789  0.147
H -1.999 1.114 -3.213  -0.538
H -3.546 1.519 -4.059  -0.031
C 4.733 -2.113 2.856  0.550
O 5.810 -2.193 3.483  -0.815
N 3.766 -1.380 3.290  -0.036
N 4.361 -2.816 1.825  0.194
H 2.878 -1.251 2.827  0.182
H 4.161 -0.909 4.091  0.035
H 3.437 -2.593 1.484  0.428
H 5.030 -3.403 1.347  -0.062
C 4.344 5.770 2.255  0.601
O 3.336 5.154 2.447  -0.768
N 4.355 6.808 1.419  -0.381
N 5.527 5.467 2.816  -0.413
H 5.227 7.319 1.427  0.152
H 3.479 6.931 0.933  0.243
H 5.423 4.775 3.545  0.194
H 6.376 6.014 2.812  0.164
C 0.151 3.851 -7.474  0.758
O -1.049 3.829 -7.665  -0.712
N 0.657 3.754 -6.251  0.060
N 0.996 3.492 -8.430  -0.428
H -0.019 3.738 -5.501  -0.290
H 1.580 3.394 -6.053  0.030
H 1.993 3.573 -8.292  0.179
H 0.812 3.509 -9.423  0.226
C -4.653 -5.301 -2.674  0.620
O -3.898 -4.663 -3.403  -0.586
N -4.442 -5.554 -1.426  -0.076
N -5.718 -5.914 -3.097  -0.495
H -4.891 -6.225 -0.819  0.210
H -3.601 -5.088 -1.116  -0.139
H -6.262 -6.310 -2.344  0.139
H -6.094 -5.481 -3.928  0.301
C -3.570 1.773 2.853  0.417
O -3.191 2.913 2.546  -0.078
N -3.579 1.309 4.070  -0.101
N -4.154 0.953 2.011  0.140
H -3.447 1.865 4.903  0.227
H -4.196 0.535 4.268  0.126
H -4.403 0.062 2.416  -0.151
H -4.177 0.999 1.002  -0.109
C 0.092 -5.225 -4.404  0.318
O 1.105 -5.648 -3.939  -0.521
N -0.866 -4.660 -3.707  0.536
N -0.164 -5.158 -5.647  -0.402
H -1.749 -4.274 -4.006  0.139
H -0.813 -4.626 -2.698  -0.667
H 0.414 -5.654 -6.310  0.266
H -0.827 -4.477 -5.987  0.137
C 2.014 -6.039 4.092  0.650
O 2.814 -6.831 4.602  -0.806
N 0.783 -5.986 4.546  -0.147
N 2.206 -5.214 3.122  0.114
H 0.239 -5.172 4.296  0.060
H 0.445 -6.681 5.196  0.194
H 3.116 -4.928 2.790  0.069
H 1.380 -4.697 2.858  -0.044
C -2.382 5.954 4.652  0.441
O -2.284 6.845 5.395  -0.672
N -2.144 4.664 5.057  -0.340
N -2.725 5.958 3.385  -0.111
H -2.108 4.632 6.066  0.157
H -2.242 3.844 4.476  0.214
H -2.877 5.128 2.830  0.029
H -2.822 6.893 3.017  0.177
C 3.443 1.385 -6.078  0.568
O 4.098 2.408 -5.876  -0.739
N 2.331 1.062 -5.515  0.273
N 3.617 0.620 -7.055  -0.381
H 2.102 1.623 -4.707  -0.290
H 2.023 0.104 -5.599  0.036
H 4.426 0.780 -7.637  0.263
H 2.940 -0.039 -7.412  0.159
C 3.727 -5.454 -1.345  0.553
O 2.917 -6.001 -2.016  -0.451
N 4.616 -6.094 -0.609  -0.494
N 3.991 -4.182 -1.344  -0.060
H 5.305 -5.550 -0.111  0.130
H 4.264 -6.950 -0.205  0.282
H 3.408 -3.544 -1.867  -0.102
H 4.883 -3.984 -0.915  0.116
C 0.400 -3.690 7.473  0.631
O 1.026 -3.061 8.276  -0.751
N -0.161 -3.309 6.422  0.216
N 0.074 -4.895 7.718  -0.382
H -0.127 -2.326 6.196  -0.038
H -0.742 -3.959 5.911  0.059
H 0.364 -5.289 8.601  0.242
H -0.918 -4.934 7.529  0.159
C 1.093 1.995 3.238  0.650
O 2.038 1.231 3.304  -1.040
N -0.045 1.458 3.061  0.555
N 1.109 3.264 2.975  -0.043
H -0.867 1.949 2.741  -0.565
H -0.290 0.558 3.450  -0.157
H 1.970 3.749 2.765  0.214
H 0.292 3.741 2.622  -0.018
C 2.756 -1.758 -3.583  0.246
O 3.809 -2.095 -4.090  -0.771
N 2.576 -0.573 -3.015  1.215
N 1.823 -2.566 -3.132  1.566
H 3.415 -0.046 -3.211  0.085
H 1.977 -0.533 -2.203  -0.724
H 1.732 -3.494 -3.520  -0.166
H 0.978 -2.160 -2.755  -1.086
C -3.002 -0.754 7.457  0.761
O -3.975 -1.453 7.872  -0.760
N -2.389 -0.924 6.328  0.167
N -2.514 0.248 8.113  -0.429
H -2.616 -1.667 5.682  -0.206
H -1.512 -0.427 6.256  -0.009
H -1.602 0.676 8.037  0.226
H -3.035 0.221 8.978  0.241
C -5.214 0.672 -1.480  0.523
O -5.413 0.801 -0.324  -0.807
N -4.267 -0.033 -1.939  0.323
N -5.885 1.311 -2.395  -0.396
H -3.603 -0.568 -1.397  -0.638
H -4.305 -0.096 -2.946  0.293
H -5.768 1.236 -3.395  0.146
H -6.607 1.909 -2.019  0.243

Entry 2:
ORCA calculation (ωB97M-V/def2-TZVPD) on a structure of composition C26H12BiCl2F5NO7S.

Values from the calculation:
F_max ... 0.56 eV Å⁻¹
ΔE to the lowest compared entry with this formula, charge and spin ... 0.0 kJ/mol
Orbital gap ... 8.00 eV
Net charge ... -1
Multiplicity ... 1

Each line ends with the Mulliken charge.
Geometry (Å):
Bi -0.119 -0.262 0.528  1.450
O 2.944 1.402 -1.872  -0.839
C 2.313 1.300 -0.816  0.225
O 2.262 0.285 -0.061  -0.799
C 1.453 2.455 -0.315  0.542
C 1.625 3.792 -0.593  -0.279
C 0.802 4.709 0.063  -0.434
C -0.137 4.279 0.987  -0.423
C -0.266 2.913 1.191  0.357
N 0.496 2.064 0.528  -0.029
C -1.194 2.257 2.210  0.159
O -1.735 2.978 3.029  -0.711
O -1.271 0.972 2.112  -0.627
H 2.670 -0.486 -2.220  0.348
H 2.386 4.095 -1.300  0.506
H 0.912 5.768 -0.139  0.428
H -0.768 4.957 1.543  0.509
Cl -3.174 1.408 -0.236  -0.050
C -2.447 2.432 -1.419  0.756
C -3.019 3.676 -1.636  -0.660
C -2.505 4.511 -2.611  -0.431
C -1.422 4.091 -3.367  -0.735
C -0.851 2.851 -3.127  0.295
Cl 0.518 2.427 -4.114  -0.182
C -1.341 1.976 -2.134  -0.411
S -0.577 0.408 -1.922  -0.063
H -3.873 3.969 -1.040  0.434
H -2.953 5.481 -2.789  0.365
H -1.004 4.715 -4.144  0.429
F -4.363 -4.897 3.813  -0.327
C -3.802 -4.042 2.940  0.727
C -2.436 -4.014 2.757  -0.091
F -1.652 -4.855 3.450  -0.319
C -1.875 -3.126 1.862  0.371
F -0.529 -3.126 1.711  -0.370
C -2.624 -2.220 1.100  0.389
O -2.093 -1.403 0.234  -0.537
C -4.010 -2.281 1.320  0.162
F -4.814 -1.455 0.635  -0.329
C -4.585 -3.164 2.211  -0.016
F -5.915 -3.177 2.379  -0.314
O 2.737 -1.411 -2.564  -0.524
C 1.864 -2.254 -2.053  0.388
O 0.983 -1.973 -1.264  -0.345
C 2.036 -3.655 -2.551  0.121
C 2.882 -3.953 -3.614  -0.341
C 3.003 -5.264 -4.053  -0.574
C 2.286 -6.275 -3.427  -0.361
C 1.441 -5.975 -2.365  -0.573
C 1.312 -4.665 -1.930  -0.399
H 3.436 -3.154 -4.089  0.427
H 3.656 -5.497 -4.885  0.382
H 2.384 -7.299 -3.768  0.364
H 0.878 -6.762 -1.879  0.394
H 0.650 -4.405 -1.113  0.566

Entry 3:
ORCA calculation (ωB97M-V/def2-TZVPD) on a structure of composition C26H16Cl3CoN5O2Se.

Values from the calculation:
F_max ... 0.77 eV Å⁻¹
ΔE to the lowest compared entry with this formula, charge and spin ... 137.7 kJ/mol
Orbital gap (spin up / spin down) ... 6.39 / 6.26 eV
Net charge ... -2
Multiplicity ... 2

Each line ends with the Löwdin spin population.
Geometry (Å):
Co 0.203 0.440 -0.437  1.076
Cl 6.335 -2.031 1.346  0.000
C 4.682 -1.958 0.763  0.000
C 4.184 -0.731 0.351  0.000
C 2.880 -0.599 -0.129  0.003
N 2.273 0.628 -0.444  0.010
C 2.993 1.697 -0.765  0.001
O 4.204 1.787 -1.042  0.000
C 2.202 3.008 -0.868  0.000
C 2.750 4.054 -1.605  0.000
C 2.034 5.233 -1.723  0.000
C 0.798 5.340 -1.101  0.000
C 0.341 4.252 -0.376  0.000
N 1.029 3.119 -0.253  0.002
C 2.060 -1.762 -0.208  0.002
C 2.588 -2.986 0.210  0.000
C 3.883 -3.085 0.695  0.000
Cl 4.468 -4.664 1.191  0.000
N 0.728 -1.558 -0.609  0.017
C -0.035 -2.549 -1.051  0.002
O 0.260 -3.725 -1.335  0.000
C -1.504 -2.162 -1.242  0.001
C -2.394 -3.108 -1.738  0.000
C -3.725 -2.750 -1.883  0.000
C -4.125 -1.464 -1.545  0.000
C -3.163 -0.585 -1.069  0.001
N -1.890 -0.935 -0.912  0.014
H 4.820 0.139 0.392  0.000
H 3.717 3.905 -2.065  0.000
H 2.427 6.057 -2.307  0.000
H 0.191 6.234 -1.183  0.000
H -0.629 4.277 0.114  0.000
H 1.981 -3.874 0.135  0.000
H -2.013 -4.090 -1.986  0.000
H -4.445 -3.465 -2.266  0.000
H -5.153 -1.138 -1.653  0.000
H -3.417 0.440 -0.810  0.000
Cl -2.311 2.173 2.029  -0.002
C -2.230 0.435 2.258  -0.014
C -3.399 -0.209 2.649  0.002
C -3.410 -1.583 2.819  -0.015
C -2.232 -2.293 2.600  0.001
C -1.080 -1.630 2.215  -0.012
C -1.034 -0.241 2.017  -0.008
C 0.200 0.400 1.530  -0.086
H -4.296 0.379 2.805  0.000
H -4.321 -2.089 3.115  -0.001
H -2.216 -3.370 2.712  0.000
H -0.170 -2.188 2.019  -0.001
H 1.086 -0.187 1.773  -0.003
H 0.318 1.446 1.798  -0.005
Se -3.375 3.520 -1.836  0.003
C -1.980 2.386 -1.616  0.005
N -1.085 1.659 -1.477  0.002